No. 1
{
  "formula": "C4H8O2S",
  "method": "ωB97M-V/def2-TZVPD",
  "elements": ["C", "C", "C", "C", "O", "O", "S", "H", "H", "H", "H", "H", "H", "H", "H"],
  "coordinates": [[-0.701, -1.644, 0.565], [-0.030, -0.360, 0.023], [-1.916, 1.018, 0.174], [2.474, 0.501, -0.624], [0.098, -1.592, -0.630], [-0.752, 0.609, -0.601], [1.475, 0.178, 0.843], [-0.306, -2.065, 1.473], [-1.841, -1.550, 0.544], [-2.639, 0.049, 0.214], [-2.254, 1.853, -0.333], [-1.514, 1.272, 1.124], [3.452, 0.744, -0.443], [2.093, 1.393, -1.119], [2.362, -0.406, -1.210]],
  "lowdin_charge": [-0.075, -0.846, -0.025, -0.367, -0.028, -0.135, 0.911, 0.098, 0.111, 0.130, 0.064, 0.078, -0.001, 0.043, 0.042],
  "relative_energy_kj_mol": 313.2,
  "homo_energy_ev": -8.81,
  "gap_ev": 9.7,
  "smiles": "CO[C@@]1(SC)CO1",
  "lumo_ha": 0.0310,
  "energy_ha": -705.77634
}

***

No. 2
{
  "formula": "C4H8O2S",
  "method": "ωB97M-V/def2-TZVPD",
  "elements": ["O", "C", "O", "C", "C", "C", "S", "H", "H", "H", "H", "H", "H", "H", "H"],
  "coordinates": [[-0.117, -0.026, 3.085], [-0.420, 0.051, 1.931], [-1.493, -0.687, 1.429], [0.025, 1.208, 1.023], [0.762, 0.614, -0.198], [-0.085, -0.328, -1.126], [0.680, -0.393, -2.782], [-1.551, -1.240, 2.235], [0.747, 1.751, 1.626], [-0.857, 1.832, 0.870], [1.152, 1.442, -0.802], [1.631, 0.082, 0.173], [-1.073, 0.142, -1.217], [-0.180, -1.286, -0.611], [0.381, 0.886, -3.114]],
  "lowdin_charge": [0.113, -0.502, 0.066, -0.097, -0.265, -0.570, 0.682, 0.123, 0.116, 0.129, 0.090, 0.109, 0.072, 0.069, -0.134],
  "relative_energy_kj_mol": 46.7,
  "homo_energy_ev": -9.16,
  "gap_ev": 9.8,
  "smiles": "O=C(O)CCCS",
  "lumo_ha": 0.0235,
  "energy_ha": -705.87785
}

***

No. 3
{
  "formula": "C4H8O2S",
  "method": "ωB97M-V/def2-TZVPD",
  "elements": ["C", "C", "C", "C", "O", "O", "S", "H", "H", "H", "H", "H", "H", "H", "H"],
  "coordinates": [[-1.463, -0.824, -0.667], [1.900, -0.796, -0.560], [-1.235, 1.355, 1.063], [0.980, -0.259, 0.590], [-2.165, -1.162, 0.247], [0.068, 1.235, -1.390], [-0.311, 0.485, -0.223], [-1.054, -1.161, -1.668], [1.756, -1.713, -1.004], [3.008, -0.729, -0.165], [1.926, -0.160, -1.456], [-2.032, 0.778, 1.381], [-1.453, 2.429, 0.770], [-0.635, 1.506, 1.864], [0.710, -0.984, 1.219]],
  "mulliken_spin": [0.591, 0.001, 0.022, 0.784, 0.387, 0.004, 0.102, 0.013, 0.018, 0.031, 0.000, 0.010, 0.005, -0.006, 0.038],
  "relative_energy_kj_mol": 285.1,
  "spin_multiplicity": 3,
  "homo_energy_ev": [-6.04, -9.34],
  "gap_ev": [6.7, 7.4],
  "lumo_ha": [0.0258, -0.0726],
  "energy_ha": -705.62175
}

***

No. 4
{
  "formula": "C4H8O2S",
  "method": "ωB97M-V/def2-TZVPD",
  "elements": ["C", "C", "C", "C", "O", "O", "S", "H", "H", "H", "H", "H", "H", "H", "H"],
  "coordinates": [[1.284, 1.953, -1.390], [2.254, 0.701, -1.375], [-1.643, 0.581, -0.348], [-1.145, -0.465, 0.661], [0.971, 2.750, -0.565], [-0.036, -0.917, 0.660], [0.693, 2.322, -3.098], [1.551, -0.096, -1.637], [2.765, 0.737, -0.495], [2.998, 0.862, -2.154], [-1.278, 0.168, -1.261], [-2.667, 0.819, -0.273], [-1.214, 1.548, -0.016], [1.112, 1.117, -3.713], [-2.051, -0.833, 1.317]],
  "mulliken_spin": [0.001, 0.005, 0.132, 0.738, 0.001, 0.884, 0.001, 0.001, -0.002, 0.000, 0.038, -0.006, 0.047, 0.000, 0.160],
  "relative_energy_kj_mol": 112.1,
  "spin_multiplicity": 3,
  "homo_energy_ev": [-5.97, -9.91],
  "gap_ev": [6.6, 7.5],
  "lumo_ha": [0.0225, -0.0893],
  "energy_ha": -705.68764
}

***

No. 5
{
  "formula": "C4H8O3",
  "method": "ωB97M-V/def2-TZVPD",
  "elements": ["C", "C", "O", "C", "O", "C", "O", "H", "H", "H", "H", "H", "H", "H", "H"],
  "coordinates": [[1.417, -1.180, 1.549], [0.044, -0.971, -0.455], [-1.146, -1.173, -0.622], [0.676, -0.162, 0.644], [-0.281, 1.958, -1.087], [-1.425, 2.037, -1.473], [-2.371, 1.126, -1.302], [0.816, -1.334, 2.441], [2.413, -0.835, 1.839], [1.563, -2.165, 1.080], [0.784, -1.503, -1.078], [-1.991, 0.313, -0.890], [1.391, 0.551, 0.223], [-0.089, 0.430, 1.164], [-1.802, 2.907, -2.032]],
  "lowdin_charge": [-0.087, -0.250, 0.027, -0.211, 0.038, -0.379, 0.077, 0.073, 0.073, 0.075, 0.134, 0.066, 0.109, 0.117, 0.138],
  "relative_energy_kj_mol": 97.3,
  "homo_energy_ev": -10.41,
  "gap_ev": 11.2,
  "smiles": "CCC=O.O=CO",
  "lumo_ha": 0.0305,
  "energy_ha": -382.92776
}

***

No. 6
{
  "formula": "C4H8O3",
  "method": "ωB97M-V/def2-TZVPD",
  "elements": ["C", "O", "C", "O", "C", "C", "O", "H", "H", "H", "H", "H", "H", "H", "H"],
  "coordinates": [[2.480, 0.503, -1.017], [1.440, -0.361, -0.598], [0.479, 0.323, 0.157], [-0.117, 1.370, -0.305], [-0.604, -0.525, 0.701], [-1.989, -0.311, 0.230], [-2.695, -1.525, 0.361], [3.057, 0.876, -0.157], [3.135, -0.087, -1.660], [2.084, 1.357, -1.576], [-0.465, -1.103, 1.617], [0.932, 0.537, 1.195], [-2.477, 0.523, 0.751], [-1.913, 0.010, -0.823], [-3.343, -1.441, 1.069]],
  "lowdin_charge": [-0.093, -0.103, -0.641, 0.025, 0.143, -0.259, -0.038, 0.091, 0.090, 0.086, 0.127, 0.196, 0.140, 0.143, 0.094],
  "relative_energy_kj_mol": 519.1,
  "homo_energy_ev": [-9.09, -9.83],
  "gap_ev": [7.6, 9.0],
  "lumo_ha": [-0.0563, -0.0303],
  "energy_ha": -382.76709
}

***

No. 7
{
  "formula": "C4H8O3",
  "method": "ωB97M-V/def2-TZVPD",
  "elements": ["C", "C", "O", "C", "O", "C", "O", "H", "H", "H", "H", "H", "H", "H", "H"],
  "coordinates": [[-0.225, -1.492, 0.208], [0.619, -0.466, -0.575], [-2.111, 0.659, -1.141], [0.704, 0.857, 0.140], [0.288, 1.907, -0.301], [1.341, 0.857, 1.544], [1.411, 1.862, 2.201], [-0.818, -2.089, -0.488], [0.396, -2.174, 0.798], [-0.940, -1.004, 0.876], [0.176, -0.276, -1.553], [-2.740, 0.941, -1.814], [1.639, -0.843, -0.724], [-1.461, 1.377, -1.085], [1.723, -0.117, 1.913]],
  "lowdin_charge": [-0.094, -0.186, -0.054, -0.354, 0.102, -0.164, 0.104, 0.078, 0.071, 0.081, 0.106, 0.045, 0.123, 0.013, 0.127],
  "relative_energy_kj_mol": 164.7,
  "homo_energy_ev": -9.91,
  "gap_ev": 9.3,
  "smiles": "CCC(=O)C=O.O",
  "lumo_ha": -0.0226,
  "energy_ha": -382.90209
}

***

No. 8
{
  "formula": "C4H8O3",
  "method": "ωB97M-V/def2-TZVPD",
  "elements": ["C", "C", "O", "C", "O", "C", "O", "H", "H", "H", "H", "H", "H", "H", "H"],
  "coordinates": [[-0.835, 1.280, -1.176], [-0.693, -0.947, -0.379], [0.102, -1.677, -0.930], [-0.403, 0.460, 0.073], [0.701, -1.766, 1.779], [1.053, 0.711, 0.408], [1.419, 1.414, 1.319], [-1.318, 0.635, -1.921], [-1.539, 2.070, -0.915], [0.036, 1.718, -1.672], [-1.762, -1.230, -0.295], [0.895, -2.138, 0.907], [-0.997, 0.714, 0.957], [1.557, -1.490, 2.131], [1.784, 0.247, -0.285]],
  "lowdin_charge": [-0.028, -0.263, 0.037, -0.286, -0.042, -0.257, 0.063, 0.082, 0.085, 0.090, 0.144, 0.027, 0.150, 0.058, 0.140],
  "relative_energy_kj_mol": 172.2,
  "homo_energy_ev": -9.83,
  "gap_ev": 10.6,
  "smiles": "CC(C=O)C=O.O",
  "lumo_ha": 0.0286,
  "energy_ha": -382.89924
}

***

No. 9
{
  "formula": "C4H8O3",
  "method": "ωB97M-V/def2-TZVPD",
  "elements": ["C", "O", "C", "O", "C", "C", "O", "H", "H", "H", "H", "H", "H", "H", "H"],
  "coordinates": [[2.612, -0.302, 0.594], [1.266, 0.115, 0.847], [0.375, -0.284, -0.062], [0.637, -0.890, -1.071], [-1.033, 0.057, 0.436], [-1.885, 0.498, -1.194], [-1.677, -0.960, 0.985], [2.661, -1.391, 0.523], [3.197, 0.057, 1.440], [2.975, 0.133, -0.340], [-1.100, 1.056, 0.904], [-1.180, 1.297, -1.425], [-2.888, 0.915, -1.059], [-1.829, -0.243, -1.997], [-1.990, -0.452, -0.264]],
  "lowdin_charge": [-0.034, -0.017, -0.468, 0.125, -0.348, 0.013, -0.103, 0.101, 0.095, 0.098, 0.151, 0.092, 0.084, 0.088, 0.124],
  "relative_energy_kj_mol": 476.8,
  "homo_energy_ev": -9.48,
  "gap_ev": 10.2,
  "lumo_ha": 0.0273,
  "energy_ha": -382.78322
}

***

No. 10
{
  "formula": "C4H8O3",
  "method": "ωB97M-V/def2-TZVPD",
  "elements": ["C", "C", "O", "C", "O", "C", "O", "H", "H", "H", "H", "H", "H", "H", "H"],
  "coordinates": [[-1.704, 1.005, -0.668], [-0.231, 0.735, -0.301], [0.058, 1.245, 0.986], [0.061, -0.755, -0.420], [1.471, -1.057, -0.358], [2.013, -1.202, 0.846], [1.455, -1.034, 1.906], [-2.246, 0.096, -0.957], [-1.791, 1.718, -1.492], [-2.200, 1.432, 0.207], [0.426, 1.250, -1.016], [0.339, 0.520, 1.564], [-0.250, -1.122, -1.401], [-0.464, -1.317, 0.361], [3.061, -1.513, 0.745]],
  "lowdin_charge": [-0.033, -0.411, -0.032, -0.125, -0.003, -0.324, 0.061, 0.075, 0.076, 0.083, 0.144, 0.059, 0.136, 0.143, 0.152],
  "relative_energy_kj_mol": 100.0,
  "homo_energy_ev": -10.28,
  "gap_ev": 11.1,
  "smiles": "C[C@@H](O)COC=O",
  "lumo_ha": 0.0315,
  "energy_ha": -382.92673
}